{
  "formula": "C3H5NO2",
  "method": "wB97M-V/def2-TZVPD",
  "symbols": ["C", "N", "C", "O", "C", "O", "H", "H", "H", "H", "H"],
  "coordinates": [[-1.037, 1.386, -0.246], [0.202, 0.615, -0.063], [0.132, -0.742, 0.206], [-0.899, -1.345, 0.425], [1.364, -1.669, 0.065], [1.859, -1.932, -1.002], [-1.838, 0.700, -0.515], [-1.346, 1.940, 0.653], [-0.873, 2.120, -1.042], [0.793, 1.155, 0.538], [1.643, -2.228, 0.980]],
  "relative_energy_kj_mol": 140.4,
  "homo_energy_ev": -9.857,
  "total_charge": 0,
  "smiles": "CNC(=O)C=O"
}